1.
DFT (wB97M-V/def2-TZVPD) results for a single C6H5IS molecule.

LUMO = -0.6037 eV
structure (SMILES) = C=C=C[C@H](I)C=C=S
E_tot = -25234.9117 eV
orbital gap = 0.2899 Eh
energy above the lowest of the compared OMol25 structures with the same formula, charge and spin = 49.90 kcal per mole
2S+1 = 1
largest force on an atom = 2.93 eV Å⁻¹

The geometry in XYZ format:
```
13
Properties=species:S:1:pos:R:3:forces:R:3:mulliken_charge:R:1
I -2.89961 0.53303 0.23281 0.8 -0.3 -0.6 -0.0490
S 1.87512 -2.21124 0.10072 0.4 -0.6 0.3 -0.3540
C 0.73048 0.83758 0.59740 0.7 0.0 1.3 0.1548
H 1.98197 0.08673 2.14243 0.4 -0.7 0.1 0.3422
H 0.26351 0.78482 2.51385 0.8 -0.5 -0.1 0.2095
H -1.12478 -1.73839 -1.59923 -0.3 -1.3 -0.4 0.3961
C -0.47866 -1.14068 -1.01341 -1.4 -0.8 -0.4 0.1239
H -1.18995 0.64336 -1.95240 -0.6 -0.8 0.0 0.4632
C 0.07358 1.15739 -0.46212 -0.7 -1.4 0.6 -0.4330
H 0.10494 2.05085 -0.96976 0.4 2.1 -0.7 0.4313
C 0.54298 -1.62828 -0.39225 1.0 -0.6 -0.2 0.0150
C -0.91477 0.19798 -0.99428 -0.3 2.9 -0.1 -0.5938
C 1.03520 0.42685 1.79623 -1.2 1.9 0.3 -0.7063
```
Positions in Å, forces in eV/Å.


2.
DFT (wB97M-V/def2-TZVPD) results for a single C6H5N molecule.

LUMO (alpha / beta) = 0.0764 / -2.1081 eV
E_tot = -7784.5006 eV
orbital gap (alpha / beta) = 0.2282 / 0.2548 Eh
energy above the lowest of the compared OMol25 structures with the same formula, charge and spin = 57.08 kcal per mole
2S+1 = 3
largest force on an atom = 7.35 eV Å⁻¹
<S²> = 2.042

The geometry in XYZ format:
```
12
Properties=species:S:1:pos:R:3:forces:R:3:mulliken_spin:R:1
C -0.40266 -1.36046 -0.31211 -3.2 0.2 -0.9 0.2632
C 1.72123 -0.40157 0.36413 1.3 -1.1 -0.1 0.0619
C 0.51160 1.31069 -0.16329 0.1 1.6 0.0 -0.0548
H -1.81099 1.74833 0.21963 0.0 0.3 0.2 0.0213
C -1.16497 0.90837 0.09140 6.0 0.8 -1.2 0.3657
C 1.97138 0.84624 -0.32572 -7.3 -0.4 0.7 1.1332
H -0.68415 -2.31227 -0.75156 -0.1 -0.1 0.2 0.0254
N 0.82013 -1.27723 0.06570 2.8 0.3 1.2 0.1708
H 2.42247 -0.70540 1.14270 -0.1 0.0 0.1 0.0093
H -2.46136 -0.76193 -0.12331 0.1 0.0 0.0 0.0122
H 0.51850 2.39682 -0.10099 -0.1 0.2 0.3 0.0122
C -1.44117 -0.39158 -0.10657 0.6 -1.8 -0.4 -0.0204
```
Positions in Å, forces in eV/Å.